No. 1
DFT (ωB97M-V/def2-TZVPD) results for a single C16H13N5O3 molecule at a distorted geometry.

Geometry as ORCA input:
```
! RIJCOSX wB97M-V def2-TZVPD def2/J DEFGRID3
* xyz 0 1
O -0.1141 2.0904 -2.6454
C 0.1516 1.2311 -1.8460
C 0.9917 1.4360 -0.5869
N 1.1732 2.8246 -0.3036
C 2.2372 3.6145 -0.6318
N 2.0982 4.8561 -0.2968
C 0.8540 4.9409 0.2786
C 0.1791 6.0297 0.8186
C -1.0804 5.8097 1.3350
C -1.6689 4.5435 1.3228
C -1.0171 3.4478 0.7937
C 0.2486 3.6624 0.2736
N -0.2905 -0.0563 -2.0114
N -0.0262 -1.0239 -1.1309
C -0.4721 -2.2015 -1.3228
C -0.2050 -3.2630 -0.3743
C 0.5774 -3.0404 0.7648
C 0.8214 -4.0585 1.6670
C 0.2914 -5.3205 1.4561
C -0.4843 -5.5421 0.3249
N -1.0438 -6.8553 0.0940
O -1.7063 -7.0128 -0.9080
O -0.8152 -7.7140 0.9165
C -0.7368 -4.5318 -0.5901
H 1.9646 0.9602 -0.7449
H 0.4969 0.9384 0.2528
H 3.1098 3.2142 -1.1126
H 0.6345 7.0067 0.8252
H -1.6327 6.6349 1.7598
H -2.6593 4.4207 1.7359
H -1.4805 2.4717 0.7813
H -0.8550 -0.2509 -2.8436
H -1.0739 -2.4573 -2.2008
H 0.9859 -2.0548 0.9200
H 1.4265 -3.8718 2.5404
H 0.4652 -6.1324 2.1452
H -1.3452 -4.7462 -1.4563
*
```

frontier orbital gap = 7.6 eV
E_HOMO = -8.57 eV
SMILES string = O=C(Cn1cnc2ccccc21)N/N=C/c1cccc([N+](=O)[O-])c1
energy = -1116.9266 Ha


No. 2
DFT (ωB97M-V/def2-TZVPD) results for 2 unconnected molecules or ions with the total composition C2H8FN2 at a distorted geometry.

Geometry as ORCA input:
```
! RIJCOSX wB97M-V def2-TZVPD def2/J DEFGRID3
* xyz -1 1
C 0.9015 -0.5359 -0.2675
H -0.0108 0.1612 1.5210
F 2.3457 0.1258 0.1756
C -0.2186 0.2269 0.4318
H 1.0238 -1.5005 0.2558
H 0.9542 -0.2276 -1.3253
N -1.4678 -0.4048 0.0632
H -2.2148 0.0061 0.6177
H -1.4027 -1.4228 0.3322
N -0.2736 1.6463 0.1147
H -0.4600 1.7424 -0.8821
H 0.6474 2.0662 0.3032
H 0.1758 -1.8833 -1.3404
*
```

frontier orbital gap = 5.6 eV
E_HOMO = -1.16 eV
energy = -290.2541 Ha


No. 3
DFT (ωB97M-V/def2-TZVPD) results for a molecular structure, C8H13N2O5SZn.

Geometry as ORCA input:
```
! RIJCOSX wB97M-V def2-TZVPD def2/J DEFGRID3
* xyz 1 1
Zn -1.3255 0.6249 0.6323
O -3.9402 -0.0925 3.6918
C -2.9379 0.0066 2.8638
O -3.0274 0.5313 1.7627
C -1.6553 -0.5862 3.3911
O -0.6406 -0.3638 2.4375
C 0.1807 -1.4960 2.0578
C 0.3026 -1.6006 0.5322
O 1.1691 -2.3174 0.0903
O -0.5569 -0.9207 -0.1625
H -4.7436 0.2987 3.3067
H -1.8231 -1.6505 3.5724
H -1.4119 -0.1127 4.3451
H -0.2736 -2.4183 2.4224
H 1.1648 -1.3808 2.5050
S -0.7246 2.5441 -0.3829
C 0.3875 1.6708 -1.4252
N 1.6647 1.5840 -1.1042
C 2.6495 0.8454 -1.9040
C 1.9421 -0.2847 -2.6321
C 0.7580 0.2618 -3.4092
N -0.0550 1.1148 -2.5331
H 1.9554 2.0529 -0.2618
H 3.4000 0.4519 -1.2218
H 3.1377 1.5342 -2.5961
H 1.6088 -1.0320 -1.9108
H 2.6367 -0.7674 -3.3175
H 0.1188 -0.5457 -3.7609
H 1.0806 0.8426 -4.2751
H -1.0415 1.2051 -2.7138
*
```

frontier orbital gap = 10.2 eV
E_HOMO = -12.88 eV
energy = -2975.7688 Ha


No. 4
DFT (ωB97M-V/def2-TZVPD) results for a molecular structure, C19H36O6PSiSn at a distorted geometry.

Geometry as ORCA input:
```
! RIJCOSX wB97M-V def2-TZVPD def2/J DEFGRID3
* xyz 1 1
Sn -12.2523 -11.8801 -2.9666
C -7.0779 -5.9926 2.4371
C -8.4088 -6.3574 3.0978
O -9.0031 -7.4290 2.3186
C -9.7815 -8.3616 2.9468
C -10.3021 -9.3962 1.9780
O -9.5066 -9.4552 0.7369
C -10.1182 -9.5930 -0.5914
C -11.4107 -10.4427 -0.5829
O -12.2768 -10.2290 -1.6418
C -6.7562 -7.4502 -0.2067
C -6.0617 -7.6907 0.9641
O -6.1167 -7.0937 2.1726
H -6.6156 -5.4140 3.2197
H -7.2584 -5.4479 1.4992
H -9.0821 -5.4678 3.0064
H -8.2544 -6.5633 4.1922
H -10.6019 -7.8093 3.4263
H -9.1998 -8.8343 3.7778
H -11.3157 -9.1073 1.8377
H -10.0870 -10.3893 2.4764
H -9.2739 -10.0997 -1.1324
H -10.3403 -8.6499 -1.0023
H -11.9293 -10.1984 0.3507
H -11.0709 -11.5382 -0.4601
H -7.6899 -6.7870 -0.1041
H -6.4166 -7.5981 -1.2479
H -5.2488 -8.4274 1.0814
H -10.1281 -11.0861 -4.0541
C -11.9933 -14.8030 -4.6328
Si -11.9496 -14.4229 -2.7472
C -13.3550 -14.8699 -1.5435
C -10.1567 -14.6971 -2.1102
C -9.0615 -14.0521 -2.7762
C -7.8096 -14.0492 -2.1972
C -7.6348 -14.4967 -0.8820
C -8.7021 -15.1411 -0.2383
C -9.9657 -15.2488 -0.8733
H -11.2618 -15.6372 -4.7719
H -11.5542 -14.0444 -5.2129
H -12.9850 -15.0702 -4.9887
H -12.9528 -14.6148 -0.5801
H -13.5892 -15.9136 -1.5731
H -14.2243 -14.2207 -1.7109
H -9.2471 -13.4374 -3.6329
H -7.0048 -13.6284 -2.7904
H -6.5596 -14.4329 -0.4616
H -8.5255 -15.4766 0.8046
H -10.8127 -15.7605 -0.3342
O -10.7731 -11.7659 -4.2390
C -16.1844 -10.7754 -4.0588
P -15.1727 -11.7901 -5.0526
C -15.5333 -13.5094 -5.1998
C -15.2477 -11.0793 -6.7414
O -13.6895 -11.6955 -4.5546
H -16.1079 -10.9423 -2.9743
H -17.2847 -10.9221 -4.3218
H -15.8735 -9.7544 -4.1916
H -15.6216 -14.0214 -4.2197
H -14.7189 -13.9404 -5.7842
H -16.4668 -13.6157 -5.7122
H -14.2248 -11.2555 -7.1831
H -15.4578 -9.9994 -6.6771
H -16.0214 -11.5295 -7.4054
*
```

frontier orbital gap = 6.3 eV
E_HOMO = -9.66 eV
energy = -2041.8455 Ha


No. 5
DFT (ωB97M-V/def2-TZVPD) results for a molecular structure, C4H10NO at a distorted geometry.

Geometry as ORCA input:
```
! RIJCOSX wB97M-V def2-TZVPD def2/J DEFGRID3
* xyz 1 1
C -0.1666 1.2329 -0.8782
C -0.4773 -0.1680 1.1577
C -0.5046 -0.4837 2.5741
C 1.1097 -0.5370 -1.7621
N -0.2238 0.0879 -1.4666
O -0.5210 1.0017 0.8521
H 0.7956 1.6922 -0.8566
H -0.9750 1.9307 -1.0124
H -0.4895 -1.0766 0.4712
H -0.9145 0.3136 2.9901
H 0.5620 -0.6883 2.7420
H -1.1726 -1.3495 2.7238
H 1.5587 0.1084 -2.5996
H 1.6876 -0.4761 -0.9223
H 0.8160 -1.5046 -2.0266
H -1.0846 -0.0837 -1.9865
*
```

frontier orbital gap = 11.1 eV
E_HOMO = -15.12 eV
energy = -288.0739 Ha


No. 6
DFT (ωB97M-V/def2-TZVPD) results for 16 unconnected molecules or ions with the total composition C76H200N16O22 at a distorted geometry.

Geometry as ORCA input:
```
! RIJCOSX wB97M-V def2-TZVPD def2/J DEFGRID3
* xyz 0 1
C -1.6711 4.0680 1.8287
C -2.1828 2.6489 1.7416
C -3.2119 2.3064 2.8336
O -2.6633 2.6583 4.1104
C -3.3989 2.2817 5.2276
N -2.7998 2.2929 0.4512
H -1.2391 4.2919 0.8747
H -0.8570 4.1173 2.5641
H -2.4639 4.7542 2.0460
H -1.3181 2.0121 1.8363
H -3.4165 1.2452 2.7218
H -4.2534 2.7945 2.7765
H -3.6791 1.2363 5.0942
H -4.2508 2.8817 5.3328
H -2.8003 2.4253 6.1519
H -3.2059 2.9267 -0.2166
H -2.1338 1.7373 -0.0867
C -0.3355 6.7262 -1.7142
C 0.9559 6.8856 -2.4371
C 0.8851 8.0065 -3.4776
O -0.1228 7.8805 -4.4832
C -0.0505 8.9832 -5.2854
N 2.0857 7.1850 -1.4765
H -0.6652 7.6364 -1.1950
H -0.2439 5.9248 -0.9713
H -1.2028 6.5162 -2.3225
H 1.2564 5.9924 -2.9977
H 1.9266 8.0633 -3.9571
H 0.6687 8.9485 -2.9763
H 0.9237 9.0364 -5.7616
H -0.3714 9.9036 -4.8182
H -0.7367 8.8799 -6.1127
H 2.9979 7.0641 -1.9178
H 2.0519 8.0982 -1.1326
C -2.4271 -0.8795 -5.6261
C -2.5429 0.0367 -6.8757
C -3.9943 0.0427 -7.2607
O -4.3289 0.9478 -8.2778
C -5.7275 0.9502 -8.4992
N -2.0895 1.4315 -6.5624
H -2.9764 -0.3649 -4.8605
H -1.4293 -1.0486 -5.3320
H -2.8237 -1.8852 -5.8523
H -1.9521 -0.3828 -7.6860
H -4.6463 0.3757 -6.4032
H -4.3013 -0.9590 -7.4931
H -5.9307 1.9254 -8.9305
H -6.3492 1.0002 -7.5193
H -5.9991 0.0589 -9.0640
H -1.1191 1.3711 -6.5481
H -2.2971 2.1236 -7.2648
C 3.8073 2.0628 -5.7226
C 2.1991 2.1211 -5.4691
C 1.7305 3.3495 -6.2569
O 2.3531 4.5372 -5.8339
C 2.0699 5.5502 -6.6999
N 1.4422 0.9006 -5.8750
H 4.0643 1.6219 -6.6789
H 4.3493 1.4235 -4.9949
H 4.2068 3.1362 -5.6102
H 1.8359 2.1407 -4.4558
H 0.6503 3.5116 -6.2389
H 1.9521 3.0857 -7.2802
H 2.3228 6.5229 -6.2141
H 0.9786 5.5726 -7.0028
H 2.6832 5.4576 -7.5685
H 0.9144 0.4717 -5.1150
H 1.9438 0.1550 -6.3792
C -2.6928 -4.4878 5.8792
C -2.0635 -4.2119 4.5046
C -2.5157 -2.9268 3.8133
O -3.8300 -3.1578 3.3361
C -4.6211 -2.0303 3.0320
N -0.6064 -4.1457 4.5108
H -3.7766 -4.2590 5.8931
H -2.2128 -3.9317 6.6570
H -2.6292 -5.6066 6.0078
H -2.3442 -5.0042 3.8576
H -1.8753 -2.8047 2.9735
H -2.6484 -2.0586 4.4163
H -5.0072 -1.5462 3.9614
H -5.4105 -2.3286 2.4402
H -4.0945 -1.2429 2.4211
H -0.2411 -3.6007 5.2545
H -0.3878 -5.1544 4.7114
C 4.2051 -3.7269 1.6825
C 4.0896 -2.2541 1.5059
C 5.5025 -1.6679 1.7737
O 5.5869 -0.2417 1.4300
C 5.0205 0.6231 2.3771
N 3.5907 -1.9946 0.0887
H 4.4282 -4.0098 2.6941
H 4.9203 -4.1928 0.9709
H 3.2139 -4.1834 1.5335
H 3.3185 -1.8722 2.1818
H 6.2067 -2.0890 1.1310
H 5.8910 -1.8524 2.8135
H 4.9913 1.6751 1.9523
H 5.6146 0.5703 3.3153
H 4.0824 0.2355 2.6414
H 3.9904 -2.6239 -0.5553
H 3.9695 -1.1109 -0.1784
C -3.3675 -1.5974 -0.4340
C -4.0891 -0.9215 -1.6988
C -4.6516 -2.0350 -2.5066
O -5.1702 -1.5246 -3.7148
C -5.5400 -2.4619 -4.6614
N -5.1111 -0.0051 -1.3118
H -4.0386 -2.2003 0.2235
H -2.9282 -0.7015 0.0589
H -2.6200 -2.2615 -0.8471
H -3.3268 -0.4705 -2.3445
H -5.4036 -2.6065 -1.9509
H -3.8900 -2.7420 -2.7880
H -6.5199 -2.8675 -4.4982
H -4.7236 -3.1827 -4.7498
H -5.6626 -1.8995 -5.5938
H -4.9098 0.7233 -0.6770
H -5.6969 0.2208 -2.0918
C 7.3760 0.9370 -2.0523
C 6.6185 2.1282 -1.3668
C 5.0708 1.8235 -1.4749
O 4.5014 2.2816 -2.6575
C 4.1975 3.6786 -2.7373
N 7.0408 2.2874 -0.0161
H 8.3866 1.2062 -2.3916
H 6.8110 0.5557 -2.8837
H 7.4322 0.2528 -1.1993
H 6.7906 3.0269 -1.8946
H 4.5283 2.2276 -0.5466
H 4.8793 0.7358 -1.4912
H 5.0145 4.2903 -2.5087
H 3.3314 3.9779 -2.1751
H 3.9871 3.9026 -3.8241
H 6.5348 3.0010 0.4299
H 7.2104 1.4983 0.6153
C 2.7917 2.1466 4.8225
C 1.3194 2.1593 5.1854
C 1.0061 2.8454 6.5614
O 1.6523 2.2124 7.6067
C 1.7837 2.9321 8.8419
N 0.6494 2.9704 4.1640
H 3.2273 3.1735 4.8985
H 2.8720 1.7451 3.7777
H 3.3856 1.4800 5.5117
H 1.0320 1.0874 5.2473
H -0.0669 2.8299 6.6358
H 1.2662 3.8934 6.5467
H 2.5815 3.6815 8.5886
H 2.0892 2.1803 9.5285
H 0.9337 3.4781 9.1359
H 0.8165 2.5609 3.2238
H -0.3198 2.9326 4.2679
C 3.4205 -3.3582 -3.6335
C 3.0015 -1.9210 -3.7764
C 1.7801 -1.5576 -3.0339
O 0.6898 -2.2509 -3.5465
C -0.3969 -2.1875 -2.6281
N 4.0418 -1.1258 -3.1087
H 4.2342 -3.4912 -4.3569
H 2.6688 -4.0805 -3.9782
H 3.7339 -3.5875 -2.6521
H 2.9254 -1.7564 -4.8288
H 1.6053 -0.5073 -3.1354
H 1.9879 -1.6790 -1.9459
H -1.2768 -2.5275 -3.2467
H -0.5340 -1.1617 -2.2676
H -0.1671 -2.7661 -1.6704
H 3.8614 -0.1538 -3.2166
H 4.9445 -1.2960 -3.5746
C -2.8101 4.1898 -8.9856
O -2.5472 4.1331 -7.6193
C -3.7970 4.2591 -6.8827
C -3.3840 4.3113 -5.4392
N -4.5792 4.1545 -4.6708
C -5.1215 2.8304 -4.3341
C -6.2979 2.9156 -3.2314
O -5.7238 3.1945 -1.9261
C -6.6502 3.2951 -0.7912
H -3.4955 5.0221 -9.2090
H -3.3516 3.3479 -9.4240
H -1.8652 4.3845 -9.4878
H -4.4648 3.4245 -7.0414
H -4.4362 5.1079 -7.1708
H -2.8671 5.2152 -5.2260
H -2.6771 3.4881 -5.3210
H -4.3239 4.7076 -3.8808
H -4.2677 2.2643 -3.9451
H -5.5378 2.3660 -5.2308
H -6.8296 1.8911 -3.2933
H -7.0369 3.6854 -3.4830
H -6.0557 3.2541 0.1433
H -7.3987 2.5434 -0.7864
H -7.1261 4.2677 -0.7558
C -7.0204 -5.9172 1.7467
O -5.8315 -6.5686 1.3464
C -4.6494 -5.8510 1.6879
C -3.4191 -6.6872 1.3497
N -3.2731 -7.9420 2.1390
C -2.3278 -8.9595 1.5857
C -2.7643 -9.4166 0.1126
O -3.9830 -9.9924 0.1713
C -4.6491 -10.0044 -1.0030
H -7.2691 -5.1002 1.0662
H -6.9835 -5.6201 2.8246
H -7.7789 -6.7237 1.6364
H -4.6468 -5.6557 2.7560
H -4.6162 -4.8653 1.0832
H -2.5602 -6.0825 1.6837
H -3.3593 -6.8926 0.2460
H -4.1868 -8.3464 2.1442
H -2.2167 -9.7957 2.2699
H -1.4077 -8.4569 1.5117
H -1.9711 -10.0886 -0.3524
H -2.7617 -8.5119 -0.5348
H -4.0719 -10.3141 -1.8801
H -5.0819 -9.0633 -1.2727
H -5.5242 -10.7415 -0.8858
C 3.3575 -7.5389 8.7714
O 2.3518 -6.6963 8.2119
C 2.3205 -5.3980 8.7312
C 1.3059 -4.6583 7.9427
N 1.3957 -3.1672 8.3743
C 0.6604 -2.2160 7.5316
C 1.0892 -0.8434 7.9886
O 0.8966 -0.9094 9.4135
C 0.2497 0.0873 10.1267
H 4.3385 -7.0118 8.7935
H 3.4058 -8.5706 8.3455
H 3.0849 -7.8057 9.7845
H 3.3078 -4.8684 8.6096
H 2.0428 -5.4681 9.8075
H 0.3398 -5.0716 8.1189
H 1.4891 -4.5811 6.8665
H 0.9991 -3.1723 9.3174
H -0.3899 -2.3898 7.4792
H 1.0475 -2.3584 6.5336
H 0.5293 -0.0749 7.5131
H 2.1591 -0.7863 7.7663
H 0.2973 1.0275 9.6393
H 0.7131 0.2054 11.0740
H -0.7570 -0.2417 10.3691
C 5.2391 -7.1895 0.1595
O 4.0853 -7.9992 0.1154
C 3.7169 -8.4833 -1.1622
C 2.2598 -8.3217 -1.3322
N 1.9365 -6.8876 -1.6076
C 0.4824 -6.6758 -1.5106
C 0.2686 -5.3156 -0.8926
O 0.4911 -5.3985 0.4923
C 0.2347 -4.1660 1.2043
H 6.1107 -7.6913 0.5811
H 5.0917 -6.2500 0.6967
H 5.5808 -6.8876 -0.8543
H 4.0000 -9.5605 -1.2841
H 4.3265 -8.0257 -1.9352
H 1.7865 -8.5394 -0.4156
H 1.8832 -8.9699 -2.1109
H 2.3222 -6.3683 -0.8239
H 0.0420 -7.4284 -0.8334
H -0.0721 -6.7785 -2.4076
H -0.7749 -5.0180 -1.1310
H 0.8712 -4.5684 -1.3075
H -0.8278 -4.0061 1.2876
H 0.6905 -3.2728 0.6629
H 0.7035 -4.2884 2.1794
C 1.1936 -1.4899 3.6980
O 1.2330 -0.7066 2.5321
C -0.0347 -0.4898 1.8548
C 0.3071 0.0272 0.5327
N 1.0035 1.3440 0.6342
C 1.5774 1.8486 -0.5545
C 0.5314 2.5176 -1.4201
O -0.1347 1.4735 -2.0974
C -0.9917 1.8463 -3.1388
H 0.6459 -0.9326 4.4712
H 2.1520 -1.7946 4.0220
H 0.6534 -2.4287 3.5869
H -0.6238 0.1621 2.5289
H -0.4526 -1.4767 1.7568
H -0.4691 0.1700 -0.1636
H 0.9508 -0.7306 0.0847
H 1.8010 1.1594 1.2790
H 1.9841 1.0140 -1.2269
H 2.3369 2.5809 -0.3775
H 0.9531 3.3138 -2.0419
H -0.2150 3.0552 -0.8175
H -1.3680 1.0331 -3.7603
H -0.5443 2.5245 -3.8750
H -1.8729 2.4246 -2.7934
C 0.0142 9.5822 0.8897
O 0.1681 8.2109 1.2502
C 0.9325 8.1247 2.4498
C 1.1329 6.6334 2.6733
N 2.0185 6.1640 1.5932
C 2.7151 4.9360 1.7681
C 3.9640 4.8123 0.9583
O 4.9021 3.9754 1.5358
C 5.6175 4.4959 2.6732
H 0.9805 10.0670 0.8086
H -0.6650 10.0792 1.6575
H -0.4475 9.5894 -0.0874
H 0.3258 8.5426 3.2928
H 1.9020 8.6407 2.3710
H 0.1225 6.1069 2.8360
H 1.7077 6.5438 3.5999
H 1.4633 6.2586 0.7406
H 2.0772 4.0466 1.5738
H 2.9464 4.9389 2.8496
H 4.3142 5.8553 0.7786
H 3.7101 4.3486 -0.0486
H 5.1485 4.4589 3.5859
H 5.8672 5.5466 2.3906
H 6.4683 3.7999 2.8134
*
```

frontier orbital gap = 8.6 eV
E_HOMO = -8.07 eV
energy = -5546.3490 Ha


Which formula does entry 3 have?
C8H13N2O5SZn